Molecular formula: C4H5ClSi
Method: DFT, the ωB97M-V functional and the def2-TZVPD basis

```
! RIJCOSX wB97M-V def2-TZVPD def2/J DEFGRID3
* xyz 0 1
Cl -0.685 -2.869 0.601
Si 0.429 -1.152 0.706
C 0.660 -0.515 -1.058
C 0.191 0.745 -1.145
C -0.516 1.271 0.049
C -0.562 0.422 1.079
H 1.352 -1.403 1.945
H 1.074 -0.983 -2.039
H 0.195 1.347 -2.148
H -1.038 2.333 0.049
H -1.101 0.803 1.961
*
```

Its energy relative to the best compared isomer or geometry (same formula, charge and spin) is 0.000 eV. As for the SMILES: Cl[SiH]1C=CC=C1. Its frontier orbital gap is 0.3322 Ha.

Molecular formula: C10H10CdClNO2
Method: DFT, the ωB97M-V functional and the def2-TZVPD basis

```
! RIJCOSX wB97M-V def2-TZVPD def2/J DEFGRID3
* xyz -2 1
C -2.504 2.402 1.689
C -1.100 2.429 1.339
C -0.462 1.294 1.983
H -0.596 3.180 0.685
C -1.478 0.583 2.731
C -2.731 1.267 2.543
H -3.715 0.946 2.957
H -3.283 3.106 1.316
H 0.624 1.036 1.941
H -1.314 -0.329 3.349
Cd -1.872 0.427 0.156
Cl -4.224 0.349 -0.680
C 1.958 -1.420 -3.009
C 2.566 -2.040 -1.863
C 3.428 -1.072 -1.241
H 2.413 -3.078 -1.530
C 3.353 0.144 -2.002
C 2.444 -0.071 -3.095
H 2.183 0.664 -3.872
H 1.259 -1.903 -3.709
H 4.051 -1.239 -0.349
H 3.908 1.072 -1.795
O -1.583 -3.609 1.132
N -1.710 -2.411 1.229
O -1.615 -1.728 0.094
*
```

Its energy relative to the best compared isomer or geometry (same formula, charge and spin) is 0.000 eV. Its frontier orbital gap is 0.2131 Ha.

Molecular formula: C28H25IN7O8PS2Ti
Method: DFT, the ωB97M-V functional and the def2-TZVPD basis

```
! RIJCOSX wB97M-V def2-TZVPD def2/J DEFGRID3
* xyz -1 2
Ti 1.629 -1.434 -0.183
O 0.858 -4.808 1.844
C 0.599 -3.880 1.112
O 1.559 -3.141 0.562
C -0.814 -3.527 0.767
C -1.812 -4.385 1.243
C -3.132 -4.057 1.009
C -3.510 -2.960 0.249
C -2.523 -2.140 -0.298
C -1.152 -2.359 0.065
O -0.266 -1.428 -0.193
N -2.906 -1.116 -1.152
O -2.061 -0.618 -2.008
O -4.117 -0.743 -1.164
N -4.181 -4.917 1.569
O -3.841 -5.850 2.277
O -5.342 -4.637 1.336
H -1.537 -5.266 1.802
H -4.545 -2.739 0.047
S -0.624 1.674 1.183
P 0.310 2.124 -0.497
S 1.525 0.793 -1.457
C 1.358 3.595 -0.170
C 0.728 4.758 0.274
C 1.474 5.876 0.608
C 2.862 5.841 0.509
C 3.493 4.689 0.069
C 2.742 3.568 -0.275
C -0.854 2.739 -1.747
C -2.202 2.424 -1.656
C -3.076 2.836 -2.654
C -2.605 3.571 -3.730
C -1.254 3.892 -3.821
C -0.379 3.470 -2.835
H -0.352 4.776 0.365
H 0.976 6.775 0.946
H 3.446 6.715 0.772
H 4.572 4.658 -0.016
H 3.223 2.666 -0.633
H -2.566 1.846 -0.819
H -4.118 2.554 -2.589
H -3.288 3.891 -4.508
H -0.884 4.463 -4.664
H 0.678 3.704 -2.911
C 3.530 -1.588 -1.098
H 3.844 -2.633 -1.128
H 4.177 -1.047 -0.395
H 3.613 -1.139 -2.085
I 1.329 -5.005 -5.501
C 0.905 -3.645 -4.015
C -0.231 -2.868 -3.878
N -0.081 -2.139 -2.773
N 1.092 -2.394 -2.181
C 1.709 -3.305 -2.926
H -1.122 -2.791 -4.477
H -0.845 -1.510 -2.330
H 2.682 -3.677 -2.656
C 2.526 1.665 3.068
N 1.588 0.595 3.408
C 0.707 0.747 4.427
C -0.302 -0.122 4.631
C -0.403 -1.210 3.712
N 0.459 -1.350 2.717
C 1.383 -0.424 2.511
O 2.141 -0.460 1.491
N -1.363 -2.131 3.820
H 2.749 2.227 3.973
H 2.073 2.313 2.319
H 3.436 1.231 2.668
H 0.866 1.612 5.055
H -0.999 0.015 5.443
H -2.108 -2.029 4.483
H -1.444 -2.828 3.089
*
```

Its energy relative to the best compared isomer or geometry (same formula, charge and spin) is 0.386 eV. Its frontier orbital gap (alpha / beta) is 0.1894 / 0.2896 Ha.

Molecular formula: C3H5N3O
Method: DFT, the ωB97M-V functional and the def2-TZVPD basis

```
! RIJCOSX wB97M-V def2-TZVPD def2/J DEFGRID3
* xyz 0 1
C -1.526 -0.659 0.503
C -0.146 -0.603 -0.040
O 0.411 -1.720 -0.520
N 1.703 -1.401 -0.943
N 1.887 -0.173 -0.749
C 0.766 0.395 -0.183
N 0.645 1.753 0.159
H -1.805 0.329 0.877
H -1.585 -1.381 1.323
H -2.241 -0.965 -0.267
H 0.352 2.310 -0.638
H 1.539 2.115 0.477
*
```

Its energy relative to the best compared isomer or geometry (same formula, charge and spin) is 2.342 eV. As for the SMILES: Cc1onnc1N. Its frontier orbital gap is 0.3794 Ha.

Molecular formula: C16H36INO3Si
Method: DFT, the ωB97M-V functional and the def2-TZVPD basis

```
! RIJCOSX wB97M-V def2-TZVPD def2/J DEFGRID3
* xyz 0 1
C 3.053 -2.415 1.627
O 2.757 -1.251 0.892
C 3.347 -0.060 1.388
C 2.500 1.106 0.946
C 2.254 1.136 -0.553
C 1.343 2.304 -0.924
C 1.107 2.400 -2.447
C -0.370 2.203 -2.812
C -0.623 1.831 -4.265
C -0.189 0.413 -4.627
C -1.060 -0.643 -3.886
C -0.221 -1.399 -2.856
Si -1.154 -2.564 -1.705
I -3.564 -2.101 -1.778
O -0.503 -2.320 -0.198
C -1.158 -2.901 0.930
C -0.827 -2.063 2.155
N -1.886 -1.085 2.406
C -1.453 -0.053 3.364
C -2.672 0.706 3.905
C -2.412 2.180 4.035
O -3.038 0.189 5.185
H 3.913 -2.946 1.219
H 3.267 -2.203 2.673
H 2.192 -3.077 1.577
H 4.355 0.025 0.974
H 3.407 -0.064 2.476
H 1.545 1.057 1.463
H 2.973 2.036 1.261
H 3.198 1.210 -1.086
H 1.769 0.206 -0.823
H 0.406 2.142 -0.405
H 1.816 3.213 -0.572
H 1.357 3.414 -2.734
H 1.753 1.698 -2.957
H -0.845 1.515 -2.117
H -0.857 3.159 -2.642
H -1.678 1.961 -4.489
H -0.078 2.530 -4.900
H 0.833 0.299 -4.292
H -0.237 0.266 -5.697
H -1.847 -0.089 -3.395
H -1.478 -1.335 -4.606
H 0.617 -1.906 -3.322
H 0.209 -0.650 -2.196
H -0.937 -3.956 -2.156
H -2.242 -2.896 0.833
H -0.832 -3.925 1.107
H 0.101 -1.538 1.907
H -0.621 -2.670 3.031
H -2.033 -0.596 1.527
H -0.768 0.649 2.884
H -0.941 -0.532 4.187
H -3.497 0.539 3.213
H -1.706 2.354 4.839
H -3.320 2.737 4.224
H -1.954 2.535 3.119
H -3.069 -0.778 5.090
*
```

Its energy relative to the best compared isomer or geometry (same formula, charge and spin) is 0.472 eV. As for the SMILES: COCCCCCCCCCC[Si@H](I)OCCNC[C@H](C)O. Its frontier orbital gap is 0.3557 Ha.